Molecular formula: C4H11N2O
Method: DFT, wB97M-V/def2-TZVPD

Each line ends with the natural charge from an NBO analysis.
Atoms and positions in Å:
C 1.111 0.821 1.544  -0.4241
N 1.007 0.080 0.243  -0.4347
C 2.214 -0.430 -0.381  -0.4242
C -0.126 -0.594 -0.048  0.6825
O -0.149 -1.587 -0.692  -0.6061
C -1.637 0.058 0.115  -0.3386
N -2.249 -0.058 -1.252  -0.6870
H 1.950 0.665 2.133  0.2361
H 0.979 1.900 1.208  0.2182
H 0.388 0.439 2.245  0.2089
H 3.118 0.078 -0.022  0.2331
H 2.228 -1.604 -0.250  0.2339
H 2.022 -0.179 -1.451  0.2136
H -2.030 -0.468 1.048  0.2802
H -1.571 1.134 0.253  0.2266
H -2.125 -1.053 -1.542  0.4771
H -1.834 0.558 -1.925  0.4452
H -3.296 0.240 -1.226  0.4593

Properties
- Frontier orbital gap: 0.3540 hartree
- SMILES: CN(C)C(=O)C[NH3+]
- Total charge: +1
- E: -343.46636 Eh
- ΔE to the lowest compared entry with this formula, charge and spin: 256.8 kJ/mol